No. 1
The following is a quantum chemistry calculation of 7 unconnected molecules or ions with the total composition C8H26O6 at a distorted geometry, from OMol25.

Structure (ORCA input):
```
! RIJCOSX wB97M-V def2-TZVPD def2/J DEFGRID3
* xyz 0 1
C 4.096 1.330 1.922
C 2.762 1.808 1.353
C 1.469 1.060 1.780
C 1.882 -0.364 1.701
C 0.693 0.096 -2.464
C 1.677 -0.688 -2.133
C 2.169 -0.676 -0.757
C 1.294 -0.765 0.254
H 4.862 0.674 1.397
H 3.903 0.736 2.808
H 4.812 2.306 2.042
H 2.845 1.919 0.250
H 2.679 2.799 1.738
H 1.121 1.274 2.866
H 0.783 1.320 1.044
H 1.346 -0.882 2.477
H 2.837 -0.612 1.947
H 0.253 0.873 -1.785
H 0.304 -0.088 -3.423
H 2.309 -1.177 -2.881
H 3.273 -0.741 -0.462
H 0.166 -0.870 0.334
H -1.206 -1.480 -2.831
H -1.275 -2.313 -4.251
O -1.159 -2.389 -3.282
H -3.566 1.304 -0.773
H -2.535 0.104 -0.735
O -2.644 1.124 -0.782
H -1.323 -3.025 -0.109
H -1.529 -1.965 1.075
O -1.629 -2.125 0.138
H -3.707 -2.202 -1.838
H -3.624 -1.637 -0.573
O -3.951 -1.440 -1.382
H -0.980 0.549 2.574
H -2.371 0.977 2.319
O -1.825 0.185 2.365
H -1.365 2.303 0.468
H -1.860 3.655 0.676
O -1.593 2.819 1.158
*
```

The gap between HOMO and LUMO comes out at 0.338 hartree. The value obtained for the energy above the lowest of the compared OMol25 structures with the same formula, charge and spin is 63.2 kcal per mole.

No. 2
The following is a quantum chemistry calculation of 5 unconnected molecules or ions with the total composition C8H26O7 at a distorted geometry, from OMol25.

Structure (ORCA input):
```
! RIJCOSX wB97M-V def2-TZVPD def2/J DEFGRID3
* xyz 0 1
C 3.767 18.581 -11.488
O 4.340 19.875 -11.686
H 3.748 18.192 -10.470
H 2.760 18.578 -11.911
H 4.357 17.902 -12.112
H 3.659 20.543 -11.783
C 4.076 22.702 -14.341
O 3.114 21.680 -14.566
H 4.474 22.594 -13.331
H 4.921 22.675 -15.034
H 3.615 23.689 -14.466
H 3.033 21.499 -15.504
C 7.999 20.692 -11.462
C 7.446 21.419 -12.694
O 6.904 22.715 -12.357
O 7.002 20.117 -10.673
H 8.660 21.374 -10.926
H 8.664 19.899 -11.850
H 6.630 20.861 -13.158
H 8.212 21.618 -13.453
H 7.622 23.348 -12.325
H 6.246 19.878 -11.226
C -1.621 19.583 -12.297
C -0.817 20.010 -11.089
O 0.573 19.708 -11.162
O -2.021 20.708 -13.080
H -2.547 19.069 -12.048
H -1.034 18.871 -12.884
H -1.189 19.572 -10.154
H -0.963 21.077 -10.886
H 1.029 20.532 -11.388
H -1.266 21.098 -13.529
C 2.622 22.154 -9.575
C 2.706 22.884 -10.930
O 2.076 22.081 -11.936
H 1.587 21.835 -9.432
H 2.839 22.827 -8.744
H 3.282 21.291 -9.529
H 3.772 23.086 -11.079
H 2.255 23.872 -10.814
H 2.712 22.139 -12.677
*
```

The gap between HOMO and LUMO comes out at 0.374 hartree. The value obtained for the energy above the lowest of the compared OMol25 structures with the same formula, charge and spin is 52.1 kcal per mole.